Record 1
C20H24BeBr2N3O9Sb | ωB97M-V/def2-TZVPD

```
! wB97M-V def2-TZVPD RIJCOSX def2/J DEFGRID3
* xyz 0 1
Be 1.39 -0.46 0.07
Br 5.23 -0.16 -0.66
C 5.79 -0.07 1.16
Br 4.32 -0.18 2.40
H 6.27 0.89 1.31
H 6.45 -0.90 1.36
O -2.73 4.71 1.24
N -1.68 4.98 0.71
O -1.40 6.06 0.23
C -0.65 3.94 0.66
C -0.91 2.72 1.22
C 0.06 1.74 1.13
C 1.29 1.90 0.43
O 2.11 0.96 0.18
C 1.51 3.23 -0.03
C 0.56 4.21 0.04
N 2.79 3.58 -0.66
O 2.76 4.42 -1.54
O 3.80 3.12 -0.16
N -0.22 0.49 1.80
O 0.53 -0.50 1.60
O -1.14 0.42 2.57
H -1.85 2.53 1.72
H 0.76 5.18 -0.40
C -5.82 1.21 -0.01
C -4.50 0.56 -0.33
C -3.60 1.17 -1.20
C -2.37 0.60 -1.51
C -1.45 1.35 -2.44
C -2.05 -0.65 -0.95
C -2.95 -1.29 -0.09
C -2.64 -2.62 0.56
C -4.16 -0.67 0.21
C -0.69 -1.24 -1.13
O -0.49 -2.43 -1.31
O 0.27 -0.36 -1.01
H -5.79 2.28 -0.17
H -6.10 1.03 1.03
H -6.62 0.80 -0.63
H -3.86 2.13 -1.64
H -2.01 2.13 -2.96
H -1.00 0.70 -3.18
H -0.63 1.82 -1.89
H -1.73 -2.56 1.17
H -2.48 -3.40 -0.18
H -3.46 -2.91 1.21
H -4.84 -1.16 0.89
C 4.14 -3.45 0.85
Sb 2.31 -2.76 0.01
C 1.08 -4.24 0.90
C 2.57 -3.56 -1.93
H 4.17 -4.53 0.72
H 4.19 -3.21 1.91
H 4.99 -3.00 0.33
H 1.66 -5.16 1.00
H 0.21 -4.40 0.27
H 0.76 -3.91 1.89
H 2.73 -4.64 -1.85
H 3.45 -3.10 -2.39
H 1.68 -3.35 -2.52
*
```

Summary:
- Energy above the lowest of the compared OMol25 structures with the same formula, charge and spin: 0.8 kcal per mole
- Orbital gap: 0.26803 Ha
- DFT total energy: -7020.84804 Eh

=====

Record 2
C4H5NO | ωB97M-V/def2-TZVPD

```
! wB97M-V def2-TZVPD RIJCOSX def2/J DEFGRID3
* xyz 0 1
O 0.11 -0.95 2.14
C 1.04 -0.29 1.68
C 1.02 0.31 0.36
C -0.11 -0.03 -0.30
C -1.28 -0.67 -0.44
N -0.79 0.28 -1.58
H 1.96 -0.14 2.27
H 1.83 0.90 -0.05
H -2.23 -0.53 0.06
H -1.09 1.25 -1.70
H -0.47 -0.15 -2.44
*
```

Summary:
- SMILES: [O-]/C=C\C1=C[NH2+]1
- Energy above the lowest of the compared OMol25 structures with the same formula, charge and spin: 92.7 kcal per mole
- Orbital gap: 0.30158 Ha
- DFT total energy: -285.26694 Eh

=====

Record 3
C3H7FO2V | ωB97M-V/def2-TZVPD

```
! wB97M-V def2-TZVPD RIJCOSX def2/J DEFGRID3
* xyz 0 4
V -1.55 -1.41 -0.40
F -2.38 -1.01 1.19
O 0.15 -1.83 -0.81
C 1.29 -1.06 -0.76
C 1.14 0.27 -0.01
O 0.14 1.11 -0.52
C -1.07 1.24 0.22
H 1.63 -0.81 -1.78
H 2.13 -1.60 -0.27
H 2.09 0.82 -0.08
H 0.94 0.06 1.06
H -2.06 1.75 0.28
H -1.71 0.34 1.08
H -0.74 2.12 0.81
*
```

Summary:
- Energy above the lowest of the compared OMol25 structures with the same formula, charge and spin: 0.0 kcal per mole
- Orbital gap (alpha / beta): 0.30120 / 0.33361 Ha
- DFT total energy: -1312.69262 Eh